9
Properties=species:S:1:pos:R:3 method="wB97M-V/def2-TZVPD" mol_weight_g_mol=110.0 orbital_gap_ha=0.358
C -1.28 0.19 -0.57
O 2.46 -0.25 2.41
O 1.11 -0.30 0.35
P 1.09 -0.31 1.96
P 0.40 -0.62 -1.12
H -1.22 0.04 0.61
H -1.35 1.17 -0.94
H -2.15 -0.43 -1.05
H 0.93 0.53 -1.66